This record from the OMol25 dataset describes C36H27Cl2N8O2RuS as an isolated structure. The level of theory is ωB97M-V/def2-TZVPD.

highest occupied orbital energy (alpha / beta): -6.0 / -6.0 eV
net charge: 0
energy: -3390.10815 Ha
energy relative to the best compared isomer or geometry (same formula, charge and spin): 1.2716 eV
gap between HOMO and LUMO (alpha / beta): 4.71 / 4.19 eV
max |F|: 0.067 Eh/bohr
multiplicity: 2

Structure (XYZ):
```
77
Properties=species:S:1:pos:R:3:lowdin_spin:R:1
Ru 0.202 -0.234 0.198 0.800
Cl -3.219 -5.785 2.013 0.001
Cl -5.440 -3.849 0.809 0.000
S 0.341 2.680 -1.728 -0.003
O -3.661 1.055 0.677 0.037
O 1.032 -3.549 2.749 0.008
N -0.461 -1.575 -1.322 -0.009
N -0.153 1.056 -1.423 -0.009
N -0.238 1.667 1.407 -0.005
N 2.298 -0.290 2.793 0.003
N 2.398 -0.367 -0.310 0.018
N -1.746 -0.255 0.676 0.030
N -1.525 1.261 -3.324 0.010
N 0.082 -1.784 1.611 0.009
C 2.512 -2.868 -0.595 0.001
C -1.641 -3.578 -1.923 0.003
C -2.208 -1.529 0.983 0.001
C -1.512 2.006 1.131 0.000
C -1.977 2.575 -3.072 0.001
C -2.448 0.877 0.744 0.016
C -3.175 3.060 -3.573 0.001
C -2.855 -4.130 1.632 0.005
C -1.589 4.655 -1.927 0.000
C -3.825 -3.292 1.112 0.003
C 0.533 2.583 1.984 0.000
C 2.324 -1.609 2.601 0.000
C -1.200 -2.373 1.522 0.004
C 3.442 0.303 3.127 0.000
C 0.111 3.877 2.245 0.001
C 4.656 -0.354 3.240 0.000
C -3.555 4.360 -3.278 0.000
C -1.180 4.239 1.898 0.000
C 4.679 -1.722 3.022 0.000
C -1.557 -3.676 1.856 0.003
C 4.529 0.133 -1.046 0.017
C -2.012 3.277 1.349 0.001
C 3.049 -1.499 -0.714 0.013
C -2.768 5.157 -2.457 0.000
C 3.295 0.623 -0.478 -0.001
C -1.272 -0.892 -2.164 0.000
C -3.504 -1.975 0.804 0.005
C 3.090 2.021 -0.056 -0.001
C 3.491 -2.361 2.721 0.000
C -2.316 -1.498 -2.847 0.004
C -0.971 0.543 -2.282 0.013
C -2.512 -2.863 -2.720 0.002
C 1.046 -2.388 2.327 0.005
C 4.368 -1.202 -1.196 0.008
C -0.652 -2.895 -1.234 0.003
C -1.183 3.372 -2.264 0.000
H -1.747 -4.644 -1.777 0.000
H -1.541 5.243 2.080 0.000
H -0.974 5.253 -1.267 0.000
H -3.804 2.426 -4.186 0.000
H 2.056 2.198 0.209 0.000
H -3.048 3.464 1.104 0.000
H 3.719 2.236 0.813 0.000
H 3.385 2.714 -0.847 0.000
H 3.297 -3.542 -0.249 0.000
H -3.338 -3.349 -3.219 0.000
H -3.078 6.166 -2.222 0.000
H 0.786 4.577 2.719 0.000
H 1.523 2.254 2.259 0.000
H 3.394 1.371 3.325 0.000
H -0.826 -4.347 2.273 0.000
H -4.482 4.747 -3.678 0.000
H -2.088 0.724 -3.962 0.000
H 1.689 -2.899 0.109 0.000
H -3.002 -0.901 -3.431 0.000
H -0.018 -3.431 -0.549 0.000
H 5.073 -1.930 -1.565 0.000
H 5.602 -2.281 3.104 0.000
H 5.393 0.740 -1.271 0.001
H 2.174 -3.237 -1.569 0.001
H -4.250 -1.301 0.411 0.000
H 3.430 -3.431 2.586 0.000
H 5.552 0.193 3.505 0.000
```